Here is a 12-piece molecular cluster, C54H127N18O17P5 overall in a non-equilibrium geometry from the OMol25 dataset. Energies are from ωB97M-V/def2-TZVPD.

The geometry in ORCA input format:
```
! wB97M-V def2-TZVPD RIJCOSX def2/J DEFGRID3
* xyz 0 1
C -2.2624 -5.3451 -3.9293
C -2.1294 -4.7883 -5.3420
O -3.3691 -4.1030 -5.4598
C -4.1496 -4.2530 -4.4015
O -5.2007 -3.6604 -4.1657
O -3.5055 -5.0145 -3.4621
H -1.4615 -5.1134 -3.2272
H -2.3741 -6.4294 -3.9330
H -2.0117 -5.5009 -6.1584
H -1.2967 -4.0854 -5.3152
C 1.0475 0.6983 -1.1098
C 1.3647 -0.7336 -1.5504
O 1.0760 -1.4736 -0.4115
C 0.3573 -0.7759 0.4453
O -0.1305 -1.2401 1.4830
O 0.1295 0.4435 -0.1006
H 0.4515 1.2185 -1.8597
H 1.7814 1.4134 -0.7381
H 2.3903 -0.8216 -1.9089
H 0.7550 -0.9429 -2.4293
C -2.9396 -0.6813 -1.3224
C -3.0750 -2.1567 -0.9814
O -2.0965 -2.7482 -1.8493
C -1.7054 -1.8450 -2.7777
O -0.9613 -2.0557 -3.7496
O -2.3827 -0.7372 -2.5840
H -2.3551 -0.1771 -0.5529
H -3.9354 -0.2393 -1.2881
H -4.0502 -2.6189 -1.1345
H -2.8714 -2.3868 0.0643
C -0.3631 3.9980 -2.6509
C 0.8002 4.7840 -2.2038
O 0.3567 5.2706 -0.9284
C -0.6030 4.5216 -0.4872
O -0.9733 4.5214 0.6938
O -1.0403 3.6900 -1.4767
H -0.0441 3.1384 -3.2403
H -0.9645 4.5939 -3.3374
H 0.9019 5.6486 -2.8598
H 1.7284 4.2257 -2.0819
C 1.3867 4.0028 4.4948
C 0.7004 2.8899 3.6493
C 1.6921 1.9114 3.0700
C 2.4794 1.1455 4.0216
N 3.1060 0.5276 4.8245
H 0.6119 4.5603 5.0210
H 1.9406 4.6868 3.8518
H 2.0019 3.6329 5.3151
H 0.2406 3.4256 2.8188
H -0.0914 2.3662 4.1850
H 2.5146 2.4504 2.5998
H 1.1470 1.2812 2.3673
C 3.1448 4.7760 0.9478
C 3.1719 6.1777 0.3042
C 4.4748 6.9969 0.3720
C 4.9327 7.2197 1.7288
N 5.2261 7.3910 2.7823
H 3.2648 4.9141 2.0223
H 3.9155 4.1267 0.5325
H 2.1784 4.2968 0.7907
H 2.3722 6.7918 0.7183
H 2.9340 6.0183 -0.7475
H 4.2724 7.9313 -0.1515
H 5.3198 6.5585 -0.1589
C -0.3415 -4.9096 0.1173
C 1.1918 -4.9146 0.2409
C 1.8147 -4.4000 1.5569
C 1.3519 -5.1900 2.6400
N 0.9817 -5.8628 3.5036
H -0.7594 -3.9195 0.2993
H -0.7056 -5.7033 0.7697
H -0.6183 -5.1388 -0.9118
H 1.6524 -4.3760 -0.5873
H 1.5396 -5.9467 0.1953
H 1.5011 -3.3891 1.8174
H 2.8765 -4.6257 1.6549
O 4.5024 0.7896 1.9812
P 5.7407 0.4982 1.2071
N 7.3188 0.4827 1.9530
C 7.4813 -0.1449 3.2889
C 8.5953 0.5489 1.1842
N 5.9785 1.5869 -0.1211
C 6.5825 2.8856 -0.0566
C 5.2166 1.4587 -1.3406
N 5.7240 -0.9663 0.3102
C 6.7511 -1.4486 -0.6145
C 4.6730 -1.9606 0.6522
H 8.1087 0.5318 3.8691
H 7.8046 -1.1858 3.2787
H 6.5492 -0.0903 3.8511
H 9.2543 1.3134 1.5958
H 8.3360 0.8585 0.1717
H 9.1092 -0.4119 1.1552
H 7.1567 3.0609 -0.9664
H 5.9131 3.7176 -0.2752
H 7.1589 3.1401 0.8328
H 4.5710 0.5806 -1.3459
H 4.5614 2.3297 -1.3552
H 5.9160 1.3442 -2.1688
H 7.0613 -0.5807 -1.1963
H 7.5329 -1.7700 0.0737
H 6.4198 -2.2427 -1.2837
H 4.2570 -2.3979 -0.2555
H 3.8614 -1.5073 1.2214
H 5.0012 -2.8399 1.2065
O 2.9689 1.1758 -3.5962
P 3.6234 0.8363 -4.8770
N 2.6423 1.0347 -6.1922
C 2.9073 0.3439 -7.5075
C 1.4898 1.9213 -6.0813
N 4.2923 -0.7121 -5.0637
C 3.3683 -1.8435 -4.8086
C 5.5839 -1.0078 -4.4244
N 4.8708 1.8978 -5.3740
C 5.7273 1.7759 -6.6034
C 4.9457 3.2245 -4.6568
H 2.1846 -0.4377 -7.7419
H 3.8566 -0.1812 -7.4013
H 2.9921 1.1004 -8.2876
H 1.9233 2.8662 -5.7535
H 0.7374 1.5360 -5.3932
H 1.0170 2.1409 -7.0385
H 2.3553 -1.5275 -5.0578
H 3.7351 -2.7470 -5.2956
H 3.2360 -2.1711 -3.7775
H 6.0515 -1.7899 -5.0225
H 6.2736 -0.1649 -4.4686
H 5.5433 -1.3052 -3.3766
H 6.6318 2.3362 -6.3667
H 6.1072 0.7543 -6.5945
H 5.1849 2.1341 -7.4784
H 5.9332 3.3518 -4.2133
H 4.2631 3.1513 -3.8102
H 4.7812 4.0683 -5.3269
O -4.6909 -0.4657 1.2554
P -4.4966 -0.3935 2.7298
N -4.1985 -1.9482 3.4583
C -5.3081 -2.8716 3.4723
C -2.8468 -2.6148 3.2893
N -5.7736 0.2736 3.7107
C -7.0744 0.5517 3.0775
C -5.8391 0.1282 5.0930
N -3.1114 0.5601 3.2128
C -2.3316 1.1311 2.1550
C -2.5349 0.5639 4.5066
H -4.9690 -3.8700 3.7484
H -5.6744 -3.0039 2.4542
H -6.1795 -2.5664 4.0517
H -2.7583 -3.3502 4.0889
H -2.1791 -1.7533 3.3032
H -2.6748 -3.1134 2.3353
H -6.9520 0.7460 2.0120
H -7.6627 -0.3590 3.1898
H -7.5296 1.4641 3.4627
H -5.0368 0.7068 5.5510
H -6.7082 0.5652 5.5847
H -5.8809 -0.9314 5.3453
H -2.0647 2.1526 2.4262
H -1.3815 0.5969 2.1565
H -2.8495 0.9962 1.2054
H -1.5516 0.0974 4.4473
H -3.2813 0.2079 5.2167
H -2.2840 1.6031 4.7192
O -1.3019 -3.8164 10.1518
P -1.8236 -3.6806 8.7364
N -2.6701 -2.1998 8.3086
C -3.8118 -2.1515 7.3599
C -2.5969 -1.0543 9.2012
N -3.0061 -4.8585 8.3243
C -4.1926 -5.0094 9.1550
C -2.5968 -6.2121 7.7723
N -0.6195 -3.9278 7.5275
C -0.7298 -3.4917 6.1344
C 0.4737 -4.8408 7.8122
H -4.4284 -3.0485 7.4161
H -3.4610 -2.0310 6.3350
H -4.4774 -1.2977 7.4870
H -2.8915 -0.1452 8.6768
H -1.5640 -0.8423 9.4772
H -3.1058 -1.1697 10.1582
H -4.5049 -3.9919 9.3904
H -5.0361 -5.5491 8.7245
H -4.0199 -5.4466 10.1384
H -2.0813 -6.8934 8.4492
H -3.4695 -6.8254 7.5481
H -1.9572 -6.0502 6.9047
H -1.2596 -4.2483 5.5557
H -1.2242 -2.5268 6.0221
H 0.2533 -3.3766 5.6779
H 1.2164 -4.9495 7.0219
H 0.0938 -5.8559 7.9272
H 0.9280 -4.4622 8.7279
O -5.2743 1.4251 -7.7663
P -5.0214 1.9940 -6.4234
N -5.7698 1.2437 -5.0857
C -7.2643 1.2446 -5.1661
C -5.2838 -0.0768 -4.6150
N -5.5232 3.6297 -6.3144
C -5.9145 4.3841 -7.4593
C -5.3832 4.4252 -5.1008
N -3.3416 2.0946 -6.0032
C -2.8754 2.2950 -4.6303
C -2.3627 2.2877 -7.0311
H -7.6158 2.2196 -4.8285
H -7.7195 0.5293 -4.4812
H -7.6049 1.0721 -6.1870
H -5.6955 -0.9156 -5.1762
H -5.6004 -0.2442 -3.5855
H -4.1991 -0.0099 -4.6993
H -5.2398 4.1620 -8.2860
H -6.9402 4.1385 -7.7347
H -5.7192 5.4355 -7.2480
H -5.8135 3.9346 -4.2277
H -4.3282 4.6340 -4.9237
H -5.9869 5.3276 -5.1971
H -1.9582 1.7751 -4.3533
H -2.6605 3.3564 -4.5072
H -3.6429 2.1459 -3.8709
H -2.2448 1.4518 -7.7206
H -1.3675 2.5104 -6.6462
H -2.6341 3.0965 -7.7096
*
```

## Properties
Kohn-Sham gap in eV: 8.13
SMILES string: CN(C)P(=O)(N(C)C)N(C)C.CN(C)P(=O)(N(C)C)N(C)C.CN(C)P(=O)(N(C)C)N(C)C.CN(C)P(=O)(N(C)C)N(C)C.CN(C)P(=O)(N(C)C)N(C)C.O=C1OCCO1.O=C1OCCO1.O=C1OCCO1.O=C1OCCO1.CCCC#N.CCCC#N.CCCC#N

These are the Mulliken partial charges, in e, on atoms 1 to 99: atom 1 (C): 0.311, atom 2 (C): -0.302, atom 3 (O): -0.339, atom 4 (C): 0.765, atom 5 (O): -0.576, atom 6 (O): -0.346, atom 7 (H): -0.337, atom 8 (H): 0.433, atom 9 (H): 0.284, atom 10 (H): 0.141, atom 11 (C): 0.661, atom 12 (C): 1.350, atom 13 (O): -0.024, atom 14 (C): -0.062, atom 15 (O): -0.584, atom 16 (O): 0.109, atom 17 (H): -0.611, atom 18 (H): 0.003, atom 19 (H): -0.358, atom 20 (H): -0.768, atom 21 (C): 1.157, atom 22 (C): 0.657, atom 23 (O): -0.425, atom 24 (C): 0.648, atom 25 (O): -0.705, atom 26 (O): -0.349, atom 27 (H): -1.222, atom 28 (H): 0.705, atom 29 (H): 0.345, atom 30 (H): -0.865, atom 31 (C): 0.113, atom 32 (C): 0.053, atom 33 (O): -0.294, atom 34 (C): 0.413, atom 35 (O): -0.620, atom 36 (O): -0.079, atom 37 (H): -0.212, atom 38 (H): 0.386, atom 39 (H): 0.485, atom 40 (H): -0.117, atom 41 (C): -1.337, atom 42 (C): 0.255, atom 43 (C): 2.086, atom 44 (C): -0.064, atom 45 (N): -0.722, atom 46 (H): 0.453, atom 47 (H): 0.176, atom 48 (H): 0.345, atom 49 (H): -0.022, atom 50 (H): 0.076, atom 51 (H): -0.292, atom 52 (H): -0.714, atom 53 (C): 0.014, atom 54 (C): -0.311, atom 55 (C): -0.649, atom 56 (C): 0.201, atom 57 (N): -0.406, atom 58 (H): 0.325, atom 59 (H): -0.237, atom 60 (H): -0.046, atom 61 (H): 0.422, atom 62 (H): -0.026, atom 63 (H): 0.419, atom 64 (H): 0.244, atom 65 (C): -0.374, atom 66 (C): -0.668, atom 67 (C): 0.804, atom 68 (C): -0.183, atom 69 (N): -0.555, atom 70 (H): -0.115, atom 71 (H): 0.538, atom 72 (H): -0.109, atom 73 (H): 0.114, atom 74 (H): 0.616, atom 75 (H): -0.249, atom 76 (H): 0.219, atom 77 (O): -0.661, atom 78 (P): 0.056, atom 79 (N): 0.262, atom 80 (C): -1.101, atom 81 (C): -1.039, atom 82 (N): 0.958, atom 83 (C): -1.262, atom 84 (C): -0.914, atom 85 (N): 0.723, atom 86 (C): -1.154, atom 87 (C): -1.259, atom 88 (H): 0.391, atom 89 (H): 0.287, atom 90 (H): 0.299, atom 91 (H): 0.322, atom 92 (H): 0.319, atom 93 (H): 0.329, atom 94 (H): 0.381, atom 95 (H): 0.150, atom 96 (H): 0.393, atom 97 (H): -0.229, atom 98 (H): 0.229, atom 99 (H): 0.331